Entry w
Computed, not measured: a single C5H13NS molecule, with ωB97M-V/def2-TZVPD.

Last column: Löwdin charge in e.
Positions of all 20 atoms, in Å:
1 C 0.3478 -2.8854 0.5333  -0.1074
2 C -0.1481 -1.5091 0.1361  -0.2979
3 N 0.8443 -0.4777 0.6030  -0.0827
4 C 0.1762 0.7824 1.0719  -0.2369
5 C -0.6587 1.2963 -0.0792  -0.3269
6 C 0.1681 1.6685 -1.3113  -0.5105
7 S -0.8984 2.8278 -2.3526  0.6592
8 H -0.2624 -3.7294 0.2351  0.0666
9 H 1.3710 -3.0624 0.1386  0.0872
10 H 0.4433 -2.9140 1.6278  0.0717
11 H -1.1292 -1.1887 0.5423  0.1065
12 H -0.1588 -1.4653 -0.9752  0.1112
13 H 1.2166 -0.9738 1.4128  0.0789
14 H 0.8114 1.6106 1.3980  0.1094
15 H -0.4665 0.4848 1.9687  0.1269
16 H -1.3499 0.5276 -0.4005  0.0802
17 H -1.3220 2.0798 0.2784  0.0948
18 H 1.1838 2.1134 -1.1147  0.0916
19 H 0.4185 0.8584 -1.9873  0.0500
20 H -0.5869 3.9562 -1.7250  -0.1720

Calculated values
Kohn-Sham gap in Ha: 0.3631
M in g mol⁻¹: 119.23
E_LUMO in eV: 1.0
SMILES: CCNCCCS


Entry x
Computed, not measured: 2 unconnected molecules or ions with the total composition C5H13NS, with ωB97M-V/def2-TZVPD.

Last column: Löwdin charge in e.
Positions of all 20 atoms, in Å:
1 C -1.7134 -0.0321 2.5641  -0.0753
2 N -1.1825 0.8984 1.9007  -0.0800
3 C -1.9677 2.1091 1.7396  -0.1528
4 H -1.1911 -0.9741 2.6889  0.0401
5 H -2.6936 0.0732 3.0394  0.0733
6 H -1.4487 2.9632 2.1742  0.0735
7 H -2.9625 2.0528 2.1997  0.0666
8 H -2.1214 2.3100 0.6796  0.0732
9 C 2.1136 0.0581 -2.5129  -0.1197
10 C 1.0006 -0.8957 -2.0725  -0.3455
11 C 1.0566 -1.0813 -0.5604  -0.5849
12 S 0.0113 -2.4735 -0.0120  0.6831
13 H 2.1189 0.1962 -3.5924  0.0680
14 H 3.0959 -0.3338 -2.2413  0.0701
15 H 1.9981 1.0062 -1.9922  0.0731
16 H 0.0377 -0.4653 -2.3598  0.1024
17 H 1.0474 -1.8441 -2.6106  0.0958
18 H 0.6845 -0.2017 -0.0372  0.0534
19 H 2.0951 -1.2456 -0.2725  0.0692
20 H 0.0211 -2.1196 1.2775  -0.1837

Calculated values
Kohn-Sham gap in Ha: 0.3590
M in g mol⁻¹: 119.23
E_LUMO in eV: 1.0
SMILES: C=NC.CCCS


Entry y
Computed, not measured: a single C5H13NS molecule, with ωB97M-V/def2-TZVPD.

Last column: Löwdin charge in e.
Positions of all 20 atoms, in Å:
1 C 3.3404 -0.1152 0.2490  -0.3964
2 S 1.7501 0.5782 0.8579  0.8066
3 C 0.6939 -0.8752 0.6644  -0.4942
4 C -0.4161 -0.6640 -0.4308  -0.2319
5 C -1.2953 0.5491 -0.1098  -0.5024
6 C -2.1282 0.8522 -1.3660  -0.0665
7 N -2.1267 0.2577 1.0768  0.0378
8 H 3.3890 -1.1982 0.3309  0.0286
9 H 3.5493 0.1522 -0.7849  0.0262
10 H 4.1056 0.3227 0.8969  0.0216
11 H 0.2296 -1.0131 1.6406  0.0503
12 H 1.2707 -1.7605 0.4490  0.0642
13 H 0.0639 -0.7724 -1.3997  0.1099
14 H -1.0938 -1.5271 -0.3544  0.1147
15 H -0.6123 1.3816 0.0962  0.0863
16 H -1.3494 1.1505 -2.0787  0.0778
17 H -2.5476 -0.1026 -1.6802  0.0743
18 H -2.8917 1.6292 -1.3485  0.0712
19 H -1.4469 0.0383 1.8077  0.0505
20 H -2.4845 1.1165 1.4836  0.0715

Calculated values
Kohn-Sham gap in Ha: 0.3480
M in g mol⁻¹: 119.23
E_LUMO in eV: 0.9
SMILES: CSCC[C@@H](C)N


Entry z
Computed, not measured: a single C5H13NS molecule, with ωB97M-V/def2-TZVPD.

Last column: Löwdin charge in e.
Positions of all 20 atoms, in Å:
1 C -0.0154 1.2916 -2.6585  -0.0987
2 C -0.4566 0.3695 -1.5248  -0.2876
3 N 0.5430 0.3517 -0.4737  -0.0760
4 C 0.3548 -0.5700 0.6120  -0.4977
5 C 1.6362 -0.6727 1.4768  -0.0426
6 C -0.8820 -0.2629 1.4886  -0.5169
7 S -1.5456 -1.8472 2.1179  0.6896
8 H -0.1613 2.3493 -2.4069  0.0698
9 H 1.0390 1.1270 -2.8865  0.0736
10 H -0.6261 1.1148 -3.5419  0.0666
11 H -0.4964 -0.6451 -1.9362  0.1172
12 H -1.4440 0.6374 -1.1403  0.0989
13 H 0.9212 1.2520 -0.2204  0.1176
14 H 0.1426 -1.5466 0.1617  0.1080
15 H 2.0454 -1.6689 1.3540  0.0702
16 H 2.3854 -0.0567 0.9660  0.0758
17 H 1.4243 -0.4517 2.5178  0.0697
18 H -0.5790 0.2927 2.3772  0.0610
19 H -1.7089 0.2089 0.9654  0.0533
20 H -2.5768 -1.2730 2.7518  -0.1519

Calculated values
Kohn-Sham gap in Ha: 0.3524
M in g mol⁻¹: 119.23
E_LUMO in eV: 1.0
SMILES: CCN[C@@H](C)CS


Most stable structure: entry y


Entry w
Computed, not measured: a single C5H13NS molecule, with ωB97M-V/def2-TZVPD.

Last column: Löwdin charge in e.
Positions of all 20 atoms, in Å:
1 C 1.9358 0.5637 -1.3437  -0.1059
2 C 1.8111 -0.0068 0.0866  -0.2656
3 N 0.6723 0.5477 0.8661  -0.0692
4 C -0.5755 -0.2113 0.8167  -0.4806
5 C -1.5937 0.2771 1.8682  -0.0434
6 C -1.1014 -0.4365 -0.6130  -0.4721
7 S -2.4562 -1.7708 -0.7873  0.6609
8 H 1.0523 1.1598 -1.5373  0.0595
9 H 2.7653 1.2614 -1.3344  0.0563
10 H 2.2766 -0.1519 -2.1219  0.0826
11 H 2.7088 0.2146 0.6866  0.1051
12 H 1.8087 -1.0806 -0.0369  0.1010
13 H 0.5722 1.5120 0.5548  0.1053
14 H -0.1028 -1.1904 1.1420  0.1412
15 H -1.3414 -0.2750 2.7545  0.0717
16 H -1.3760 1.3427 1.9932  0.0754
17 H -2.6095 0.1929 1.5067  0.0609
18 H -1.5783 0.4371 -1.0461  0.0622
19 H -0.3360 -0.6418 -1.3621  0.0491
20 H -2.5321 -1.7439 -2.0927  -0.1944

Calculated values
Kohn-Sham gap in Ha: 0.3617
M in g mol⁻¹: 119.23
E_LUMO in eV: 0.9
SMILES: CCN[C@@H](C)CS


Entry x
Computed, not measured: a single C5H13NS molecule, with ωB97M-V/def2-TZVPD.

Last column: Löwdin charge in e.
Positions of all 20 atoms, in Å:
1 C -0.2226 1.8416 1.5181  -0.1226
2 N 0.5989 1.1797 0.5050  -0.2602
3 C 1.7140 0.5106 1.1627  -0.1185
4 C -0.2940 0.1785 -0.1075  -0.2718
5 C 0.3839 -0.8038 -1.0699  -0.2537
6 C -0.7027 -1.7293 -1.7021  -0.5648
7 S -2.2055 -0.9464 -2.3215  0.7020
8 H -0.5799 1.1169 2.2616  0.0826
9 H -1.0281 2.3874 1.0337  0.0829
10 H 0.3586 2.5980 2.0518  0.0818
11 H 2.3028 -0.0203 0.4239  0.0679
12 H 1.3437 -0.2130 1.8992  0.0901
13 H 2.4209 1.2288 1.5789  0.0858
14 H -0.9810 0.7797 -0.6923  0.0860
15 H -0.7086 -0.5106 0.6449  0.1229
16 H 1.0828 -1.4709 -0.5946  0.0938
17 H 0.8553 -0.2635 -1.8932  0.1132
18 H -0.9552 -2.3841 -0.8641  0.0709
19 H -0.2768 -2.3379 -2.4846  0.0572
20 H -3.1065 -1.1415 -1.3500  -0.1456

Calculated values
Kohn-Sham gap in Ha: 0.3590
M in g mol⁻¹: 119.23
E_LUMO in eV: 0.9
SMILES: CN(C)CCCS


Most stable structure: entry x


Entry w
Computed, not measured: a single C5H13NS molecule, with ωB97M-V/def2-TZVPD.

Last column: Löwdin charge in e.
Positions of all 20 atoms, in Å:
1 C 2.7025 0.2468 0.6135  -0.1503
2 N 1.3390 0.6665 0.8867  -0.1348
3 C 0.3990 -0.4476 1.0972  -0.2574
4 C -0.1215 -1.0986 -0.1905  -0.2146
5 C -0.7961 -0.1425 -1.1465  -0.3384
6 C -1.8988 0.8648 -0.7945  -0.5021
7 S -3.4602 -0.1686 -0.6925  0.6733
8 H 3.1243 -0.2790 1.4604  0.0587
9 H 3.3840 1.1321 0.5537  0.0874
10 H 2.8129 -0.4726 -0.2190  0.0837
11 H 1.3542 1.0242 1.8455  0.0995
12 H -0.4306 -0.0845 1.7447  0.1214
13 H 0.9119 -1.2376 1.6867  0.1107
14 H 0.6241 -1.7061 -0.7143  0.1107
15 H -0.9296 -1.7523 0.1688  0.1024
16 H -1.2233 -0.6913 -1.9993  0.0901
17 H 0.0351 0.4806 -1.5148  0.1019
18 H -1.7969 1.3307 0.1865  0.0514
19 H -1.8564 1.6872 -1.5113  0.0804
20 H -4.1737 0.6479 -1.4610  -0.1741

Calculated values
Kohn-Sham gap in Ha: 0.3616
M in g mol⁻¹: 119.23
E_LUMO in eV: 1.0
SMILES: CNCCCCS


Entry x
Computed, not measured: a single C5H13NS molecule, with ωB97M-V/def2-TZVPD.

Last column: Löwdin charge in e.
Positions of all 20 atoms, in Å:
1 C 1.6420 -1.6128 0.9080  -0.1226
2 N 1.7087 -0.1588 0.4719  -0.1159
3 C 0.6065 0.3278 -0.3837  -0.3919
4 C 0.6132 -0.2901 -1.8398  -0.0768
5 C -0.8957 0.2066 0.1968  -0.2233
6 C -1.6157 1.4901 0.5264  -0.5769
7 S -3.4191 1.3867 0.2146  0.6723
8 H 1.2700 -2.3045 0.1159  0.0704
9 H 2.6535 -1.7710 1.2539  0.0629
10 H 0.8638 -1.6553 1.7613  0.0846
11 H 2.6643 -0.1451 0.0550  0.1011
12 H 0.9423 1.2809 -0.5994  0.0893
13 H 1.7083 -0.2102 -2.1603  0.0932
14 H 0.1291 -1.3559 -1.7660  0.0988
15 H -0.0032 0.3308 -2.4411  0.0478
16 H -1.3808 -0.4562 -0.5505  0.0901
17 H -0.8322 -0.4734 1.0542  0.0950
18 H -1.7148 1.8512 1.6274  0.0829
19 H -1.3021 2.5115 0.0898  0.0893
20 H -3.6382 1.0478 1.4653  -0.1703

Calculated values
Kohn-Sham gap in Ha: 0.3541
M in g mol⁻¹: 119.23
E_LUMO in eV: 0.9
SMILES: CN[C@@H](C)CCS


Entry y
Computed, not measured: 2 unconnected molecules or ions with the total composition C5H13NS, with ωB97M-V/def2-TZVPD.

Last column: Löwdin charge in e.
Positions of all 20 atoms, in Å:
1 C -0.1579 1.3379 -0.3905  -0.2236
2 C -1.5677 0.7594 -0.2570  -0.2434
3 C -1.8560 -0.0327 1.0255  -0.6302
4 S -0.4798 -0.0200 2.2442  0.4554
5 C 0.9973 0.3005 -0.4942  -0.2817
6 N 0.5561 -1.0946 -0.5207  -0.1617
7 C 1.7098 -1.9975 -0.5632  -0.1481
8 H -0.1327 2.0587 -1.2126  0.1228
9 H 0.0603 1.9425 0.5312  -0.0342
10 H -2.2937 1.6412 -0.2590  0.1273
11 H -1.8238 0.1343 -1.1050  0.1180
12 H -2.1040 -1.0774 0.8361  0.0559
13 H -2.7418 0.3958 1.5310  0.0513
14 H 0.3768 2.5388 1.0461  0.3097
15 H 1.6612 0.4817 0.3413  0.0814
16 H 1.6281 0.5395 -1.4051  0.1360
17 H 0.0372 -1.2019 0.3956  0.0126
18 H 2.4806 -1.7711 0.2730  0.0986
19 H 1.3864 -3.0180 -0.4501  0.0591
20 H 2.2636 -1.9172 -1.5666  0.0946

Calculated values
Kohn-Sham gap in Ha: 0.1919
M in g mol⁻¹: 119.23
E_LUMO in eV: -2.4


Entry z
Computed, not measured: 2 unconnected molecules or ions with the total composition C5H13NS, with ωB97M-V/def2-TZVPD.

Last column: Löwdin charge in e.
Positions of all 20 atoms, in Å:
1 C -1.5438 -2.2499 -1.3234  -0.0006
2 C -1.3730 -1.1704 -2.1110  -0.2514
3 N -0.1149 -0.6728 -2.6086  -0.0284
4 H -2.5770 -2.5831 -1.1334  0.0590
5 H -0.7528 -2.8505 -0.8956  0.0501
6 H -2.2203 -0.5747 -2.4299  0.1056
7 H 0.5779 -1.4068 -2.7449  0.1214
8 H -0.1860 -0.0820 -3.4098  0.0985
9 C 0.8689 1.9832 2.5192  -0.1614
10 C 0.4054 0.6234 2.0472  -0.3814
11 C 0.8952 0.2508 0.6326  -0.6067
12 S 0.1346 1.3854 -0.5522  0.6071
13 H 1.9983 2.0911 2.2016  0.1051
14 H 0.8449 2.1073 3.6282  0.0720
15 H 0.3711 2.8242 2.0485  0.0451
16 H 0.6782 -0.1628 2.7965  0.1085
17 H -0.6995 0.6429 1.9981  0.0922
18 H 0.6079 -0.8178 0.4379  0.0663
19 H 1.9707 0.2940 0.5302  0.0500
20 H 0.1144 0.3685 -1.6310  -0.1512

Calculated values
Kohn-Sham gap in Ha: 0.3133
M in g mol⁻¹: 119.23
E_LUMO in eV: 0.7
SMILES: C=CN.CCCS


Most stable structure: entry w


Entry w
Computed, not measured: a molecular structure, H28O18S, with ωB97M-V/def2-TZVPD.

Last column: Löwdin charge in e.
Positions of all 47 atoms, in Å:
1 S 5.0381 51.9404 28.2130  0.5065
2 O 4.8913 53.1595 27.4619  -0.3137
3 O 4.3410 52.0398 29.4881  -0.3013
4 O 4.3485 50.8920 27.4278  -0.3363
5 O 6.4745 51.8159 28.3227  -0.2681
6 O 6.3759 54.3904 25.8576  -0.0752
7 H 6.2668 54.0419 24.9583  0.0424
8 H 5.7367 53.8998 26.4173  -0.0344
9 O 7.4883 49.5128 28.9384  -0.0368
10 H 7.2033 50.3438 28.8387  -0.1033
11 H 6.8279 48.8682 28.5626  0.0323
12 O 2.0318 49.6612 27.6972  -0.0238
13 H 2.7372 50.1575 27.4130  -0.0567
14 H 2.3771 48.7733 27.9601  0.0855
15 O 1.9221 51.0868 29.8248  -0.0608
16 H 2.8745 51.3443 29.7958  -0.0050
17 H 1.9648 50.4308 29.2046  -0.0969
18 O 5.5488 54.5362 31.0305  -0.0511
19 H 4.6386 54.2153 30.9949  -0.0747
20 H 6.0848 53.9401 30.6091  -0.0780
21 O 7.0676 49.4569 25.6747  0.0065
22 H 6.5291 49.4236 24.9749  -0.0447
23 H 6.8461 50.2393 26.1817  0.0089
24 O 5.1731 48.4949 28.1045  -0.1119
25 H 4.7352 47.8146 27.6152  0.0224
26 H 4.8225 49.4813 27.8645  0.0539
27 O 3.5030 53.1591 25.0834  -0.0737
28 H 3.9651 53.1113 25.9205  -0.0102
29 H 2.6386 53.6742 25.1193  0.1004
30 O 6.3415 51.0511 31.1762  -0.0536
31 H 6.8283 50.6884 30.5143  -0.0800
32 H 5.5087 51.4486 30.6900  0.0597
33 O 3.5836 55.1441 27.9923  -0.0624
34 H 4.2932 54.3505 27.8589  0.0141
35 H 3.6403 55.1741 28.8366  -0.1275
36 O 8.3624 52.1680 26.6266  -0.0447
37 H 8.0631 53.0303 26.3302  0.0080
38 H 7.6301 51.8072 27.1020  -0.0444
39 O 7.4270 53.3916 29.3620  -0.1002
40 H 7.5739 54.1121 28.8047  -0.0007
41 H 7.1278 52.4539 28.9897  -0.1285
42 O 3.5838 50.3672 25.1199  -0.1556
43 H 3.8871 50.3306 26.1004  -0.0134
44 H 3.4684 51.3183 24.8132  0.0152
45 O 3.2568 53.7615 31.0824  -0.0140
46 H 3.7090 53.1403 30.5264  -0.0169
47 H 2.3825 53.6922 30.7905  0.0427

Calculated values
Total charge: -2
Kohn-Sham gap in Ha: 0.3226
M in g mol⁻¹: 348.27
E_LUMO in eV: 4.9


Entry x
Computed, not measured: 15 unconnected molecules or ions with the total composition H28O18S, with ωB97M-V/def2-TZVPD.

Last column: Löwdin charge in e.
Positions of all 47 atoms, in Å:
1 S -0.4224 -0.2275 -0.2059  0.4445
2 O 0.6330 0.4161 -0.9279  -0.3241
3 O -1.6648 -0.1530 -0.9995  -0.3449
4 O -0.1172 -1.6498 -0.1249  -0.3216
5 O -0.6247 0.3282 1.1006  -0.3090
6 O -2.5294 -1.9329 -2.5615  -0.0921
7 H -2.2152 -1.1963 -1.9649  -0.0285
8 H -2.9229 -1.4905 -3.3201  0.0178
9 O -4.1108 0.3631 -0.5682  -0.0431
10 H -3.2114 0.2325 -0.7759  -0.0671
11 H -4.0979 1.0703 0.0537  0.0045
12 O 1.4633 3.2498 1.9581  -0.0786
13 H 1.0692 3.0499 2.7988  -0.0336
14 H 1.4716 2.3575 1.5722  -0.0091
15 O 0.6548 1.8266 4.1181  -0.0611
16 H 0.9901 1.2224 3.4355  -0.0182
17 H -0.2801 1.7438 4.2160  0.0285
18 O -0.9373 -3.8505 -1.3277  -0.0412
19 H -0.3085 -4.5035 -1.4847  -0.0107
20 H -0.5360 -3.0816 -0.9268  -0.0389
21 O 2.7851 1.6065 -0.0824  -0.0368
22 H 2.0768 1.0709 -0.4086  -0.0466
23 H 3.6128 1.2668 -0.3874  0.0314
24 O 1.5344 0.3183 2.2068  -0.0721
25 H 2.0257 -0.3204 1.7154  0.0468
26 H 0.6378 0.4835 1.8099  -0.0234
27 O 2.5641 -0.3466 -2.3535  -0.0611
28 H 2.4067 0.1902 -3.1651  0.0852
29 H 1.7919 -0.1042 -1.8551  -0.0435
30 O 1.0148 -3.2590 1.5521  -0.0769
31 H 0.5764 -2.6165 0.9367  -0.0266
32 H 1.8212 -2.7886 1.6107  -0.0118
33 O -2.0104 -0.8380 3.0765  -0.0411
34 H -1.5064 -0.4964 2.3727  -0.0522
35 H -2.0038 -1.7987 3.1730  0.0432
36 O 0.8051 2.7947 -2.1280  -0.0674
37 H 1.6398 3.2398 -1.9047  0.0433
38 H 0.7720 1.8892 -1.8289  -0.0394
39 O 1.9918 -2.9099 -1.6762  -0.0852
40 H 1.2351 -2.6356 -1.1430  -0.0228
41 H 2.3181 -2.0511 -2.0110  -0.0127
42 O -1.2047 0.7291 -3.3160  -0.0736
43 H -1.5005 0.4664 -2.4461  -0.0524
44 H -0.7249 1.5775 -3.2749  0.0159
45 O -2.0172 2.2888 1.8329  -0.0547
46 H -1.5371 1.4703 1.6663  -0.0443
47 H -1.4080 2.9987 1.9630  0.0055

Calculated values
Total charge: -2
Kohn-Sham gap in Ha: 0.3380
M in g mol⁻¹: 348.27
E_LUMO in eV: 5.0


Most stable structure: entry x